{
  "formula": "C50H132N8O20",
  "method": "ωB97M-V/def2-TZVPD",
  "multiplicity": 1,
  "smiles": "COCCNCCOC.COCCNCCOC.COCCNCCOC.COCCNCCOC.COCCNCCOC.COCCNCCOC.COCCNCCOC.COCCNCCOC.CCO.O.O.O",
  "mol_weight_g_mol": 1165.6,
  "homo_lumo_gap_ev": 8.7,
  "homo_energy_ev": -8.315,
  "fmax_ha_per_bohr": 0.036,
  "species": ["C", "O", "C", "C", "N", "C", "C", "O", "C", "H", "H", "H", "H", "H", "H", "H", "H", "H", "H", "H", "H", "H", "H", "H", "C", "O", "C", "C", "N", "C", "C", "O", "C", "H", "H", "H", "H", "H", "H", "H", "H", "H", "H", "H", "H", "H", "H", "H", "C", "O", "C", "C", "N", "C", "C", "O", "C", "H", "H", "H", "H", "H", "H", "H", "H", "H", "H", "H", "H", "H", "H", "H", "C", "O", "C", "C", "N", "C", "C", "O", "C", "H", "H", "H", "H", "H", "H", "H", "H", "H", "H", "H", "H", "H", "H", "H", "C", "O", "C", "C", "N", "C", "C", "O", "C", "H", "H", "H", "H", "H", "H", "H", "H", "H", "H", "H", "H", "H", "H", "H", "C", "O", "C", "C", "N", "C", "C", "O", "C", "H", "H", "H", "H", "H", "H", "H", "H", "H", "H", "H", "H", "H", "H", "H", "C", "O", "C", "C", "N", "C", "C", "O", "C", "H", "H", "H", "H", "H", "H", "H", "H", "H", "H", "H", "H", "H", "H", "H", "C", "O", "C", "C", "N", "C", "C", "O", "C", "H", "H", "H", "H", "H", "H", "H", "H", "H", "H", "H", "H", "H", "H", "H", "C", "C", "O", "H", "H", "H", "H", "H", "H", "O", "H", "H", "O", "H", "H", "O", "H", "H"],
  "xyz": [[-1.901, 7.006, 0.884], [-1.250, 7.870, -0.024], [0.015, 8.260, 0.436], [0.533, 9.445, -0.314], [0.876, 9.033, -1.686], [0.890, 10.076, -2.647], [1.978, 11.102, -2.420], [2.114, 11.820, -3.630], [3.051, 12.842, -3.577], [-2.911, 6.844, 0.523], [-1.888, 7.472, 1.872], [-1.394, 6.033, 0.914], [0.718, 7.410, 0.461], [-0.006, 8.537, 1.510], [1.453, 9.765, 0.185], [-0.192, 10.268, -0.348], [0.240, 8.279, -1.909], [-0.052, 10.673, -2.702], [0.906, 9.706, -3.674], [2.944, 10.658, -2.127], [1.709, 11.792, -1.603], [3.086, 13.366, -2.606], [2.837, 13.587, -4.340], [4.083, 12.476, -3.708], [-4.816, -0.060, -1.583], [-5.917, 0.666, -2.119], [-7.119, 0.148, -1.670], [-8.266, 0.611, -2.528], [-9.449, -0.197, -2.271], [-10.669, 0.289, -2.899], [-11.234, -0.707, -3.894], [-12.163, -0.058, -4.770], [-13.448, 0.123, -4.230], [-3.913, 0.513, -1.768], [-4.744, -1.043, -2.063], [-4.899, -0.167, -0.498], [-7.321, 0.354, -0.602], [-7.117, -0.957, -1.706], [-7.977, 0.445, -3.572], [-8.433, 1.694, -2.404], [-9.579, -0.423, -1.297], [-10.451, 1.201, -3.456], [-11.396, 0.504, -2.113], [-11.734, -1.564, -3.423], [-10.432, -1.092, -4.523], [-14.072, -0.763, -4.396], [-13.888, 0.987, -4.724], [-13.418, 0.334, -3.155], [8.878, -8.519, 1.939], [8.357, -7.319, 2.448], [6.987, -7.393, 2.628], [6.453, -5.979, 2.822], [5.007, -5.936, 2.727], [4.503, -4.592, 2.904], [4.633, -4.122, 4.335], [3.855, -3.020, 4.636], [4.155, -1.860, 3.889], [9.957, -8.405, 1.852], [8.495, -8.750, 0.932], [8.644, -9.394, 2.559], [6.681, -7.994, 3.496], [6.478, -7.864, 1.769], [6.936, -5.332, 2.074], [6.745, -5.689, 3.832], [4.668, -6.268, 1.833], [3.440, -4.625, 2.641], [5.018, -3.907, 2.213], [5.690, -3.881, 4.519], [4.363, -4.945, 4.998], [4.162, -2.084, 2.822], [5.090, -1.354, 4.173], [3.403, -1.124, 4.160], [5.432, -5.057, -1.917], [6.575, -4.365, -2.359], [6.354, -3.672, -3.557], [5.328, -2.574, -3.484], [5.624, -1.409, -2.677], [6.884, -0.749, -3.025], [6.871, -0.158, -4.412], [7.178, -1.190, -5.364], [6.516, -1.048, -6.607], [4.872, -5.496, -2.753], [4.797, -4.429, -1.289], [5.804, -5.910, -1.345], [6.053, -4.395, -4.336], [7.306, -3.291, -3.928], [4.367, -3.019, -3.191], [5.103, -2.207, -4.491], [5.715, -1.701, -1.694], [7.753, -1.409, -2.912], [6.964, 0.092, -2.330], [7.658, 0.597, -4.524], [5.887, 0.300, -4.572], [6.929, -0.206, -7.177], [5.427, -0.931, -6.491], [6.630, -1.967, -7.185], [-5.315, 1.454, 2.220], [-6.411, 1.654, 3.058], [-7.538, 2.115, 2.394], [-8.736, 1.947, 3.301], [-8.564, 2.581, 4.621], [-8.599, 4.034, 4.547], [-8.445, 4.674, 5.898], [-7.105, 4.608, 6.298], [-6.919, 4.855, 7.682], [-4.883, 2.435, 1.937], [-5.499, 0.960, 1.261], [-4.516, 0.963, 2.766], [-7.720, 1.542, 1.467], [-7.457, 3.159, 2.054], [-8.903, 0.889, 3.514], [-9.646, 2.341, 2.844], [-7.598, 2.367, 4.875], [-9.536, 4.372, 4.091], [-7.810, 4.453, 3.896], [-9.155, 4.275, 6.633], [-8.700, 5.745, 5.790], [-6.909, 5.938, 7.877], [-5.913, 4.516, 7.934], [-7.664, 4.333, 8.285], [2.798, -2.983, -0.489], [2.523, -2.122, 0.615], [1.381, -2.522, 1.356], [1.139, -1.634, 2.565], [-0.229, -1.149, 2.637], [-0.567, -0.186, 1.642], [-2.061, 0.093, 1.623], [-2.470, 0.587, 0.372], [-1.992, 1.870, 0.017], [3.155, -3.957, -0.142], [3.628, -2.499, -1.007], [1.913, -3.006, -1.130], [1.575, -3.545, 1.735], [0.468, -2.644, 0.751], [1.858, -0.790, 2.551], [1.375, -2.192, 3.471], [-0.491, -0.811, 3.575], [-0.309, -0.563, 0.649], [-0.036, 0.769, 1.812], [-2.329, 0.818, 2.410], [-2.614, -0.823, 1.830], [-2.738, 2.325, -0.630], [-1.003, 1.827, -0.454], [-1.813, 2.494, 0.910], [-2.283, -4.180, 2.161], [-2.514, -4.060, 0.777], [-1.569, -4.752, 0.014], [-1.815, -4.359, -1.421], [-1.245, -5.278, -2.379], [0.217, -5.255, -2.338], [0.783, -5.968, -3.543], [0.279, -5.424, -4.710], [0.713, -6.088, -5.874], [-3.254, -4.138, 2.663], [-1.645, -3.372, 2.524], [-1.893, -5.175, 2.408], [-1.682, -5.848, 0.092], [-0.557, -4.504, 0.364], [-1.306, -3.385, -1.560], [-2.882, -4.219, -1.569], [-1.427, -5.009, -3.341], [0.615, -5.737, -1.441], [0.557, -4.198, -2.326], [0.600, -7.052, -3.460], [1.887, -5.879, -3.488], [1.803, -6.001, -5.961], [0.240, -5.578, -6.706], [0.418, -7.141, -5.844], [6.615, -2.559, 0.807], [5.692, -1.601, 0.317], [6.115, -0.279, 0.515], [5.044, 0.696, 0.094], [3.796, 0.540, 0.828], [2.689, 1.185, 0.100], [2.706, 2.705, 0.255], [1.479, 3.208, -0.165], [1.452, 4.620, -0.291], [7.633, -2.148, 0.835], [6.634, -3.419, 0.137], [6.381, -2.874, 1.829], [7.043, -0.059, -0.037], [6.423, -0.055, 1.553], [4.916, 0.643, -1.001], [5.408, 1.712, 0.290], [3.495, -0.440, 0.781], [1.755, 0.799, 0.498], [2.686, 0.942, -0.976], [3.568, 3.113, -0.294], [2.828, 2.940, 1.328], [2.141, 4.976, -1.061], [1.637, 5.043, 0.706], [0.436, 4.885, -0.586], [-0.302, -0.749, -2.210], [-1.634, -0.992, -2.954], [-1.949, 0.072, -3.810], [-0.104, -1.518, -1.467], [-0.394, 0.222, -1.720], [0.520, -0.669, -2.929], [-2.395, -1.111, -2.187], [-1.544, -1.954, -3.482], [-1.234, 0.157, -4.449], [4.474, 1.383, 3.432], [4.245, 1.096, 2.496], [4.561, 2.341, 3.394], [-0.338, 0.036, 5.354], [0.335, 0.728, 5.394], [0.067, -0.727, 5.810], [0.970, -1.871, 6.973], [1.761, -2.391, 6.708], [0.717, -2.203, 7.840]]
}